80
Properties=species:S:1:pos:R:3:mulliken_spin:R:1 method="wB97M-V/def2-TZVPD" molar_mass_g_mol=681.948 s_squared=6.01 orbital_gap_ev="6.731 / 7.666" multiplicity=5 fmax_ev_per_a=6.03 de_lowest_ev=0.033
C 1.3412 5.4195 0.2700 0.024
C 0.1488 4.7591 -0.4126 0.090
H 1.9842 6.0096 -0.4212 0.004
H 1.9794 4.6495 0.7389 0.014
H 0.9931 6.1262 1.0545 -0.021
C -0.9596 5.5300 -0.7889 0.669
C -0.9010 6.8078 -1.4914 -0.053
H -1.9327 5.1606 -0.4480 0.083
H 0.0084 6.9021 -2.1340 0.004
H -0.9168 7.6863 -0.8092 0.061
H -1.7754 6.9303 -2.1546 0.030
Rh 1.1839 -1.1987 0.3303 2.331
Cl 0.6942 -0.6503 2.5031 0.206
Cl 3.1042 -1.4188 -1.0886 0.192
H 2.2290 -6.2120 0.4539 0.000
H 3.4789 -5.0184 3.0949 0.000
C 2.9376 -5.4485 0.1457 0.000
C 3.9295 -4.4869 2.2582 0.000
N 3.0105 -4.3956 1.1410 0.005
H 2.6420 -5.0531 -0.8119 0.000
C 2.0370 -3.4903 1.2076 0.049
O 1.1196 -3.3712 0.3242 0.032
H 4.2063 -3.5009 2.6069 0.001
H 1.9972 -2.8429 2.0948 -0.013
H 3.9055 -5.9102 0.0568 0.000
H 4.8474 -5.0077 1.9836 0.000
H 1.7525 1.8826 -2.9358 0.004
H -1.2129 2.4597 -3.2321 0.007
C 1.3747 1.0534 -3.5510 0.001
C -1.0383 1.5433 -3.8022 -0.002
N -0.0034 0.7217 -3.1902 0.010
H 2.0285 0.1833 -3.4494 0.000
C -0.3321 -0.4316 -2.5410 0.013
O 0.4890 -1.2707 -2.1302 0.013
H -1.9784 0.9895 -3.8523 0.000
H -1.4170 -0.5684 -2.3983 0.000
H 1.3628 1.4026 -4.5906 0.001
H -0.7268 1.8412 -4.8102 0.000
O 0.5199 3.5291 -1.1589 0.095
C -0.1691 3.3249 0.0618 -0.001
C -2.1334 1.9536 -0.7941 -0.015
C -1.5381 2.7713 0.1798 0.003
H -1.4991 1.5357 -1.5837 -0.003
C -3.5021 1.6978 -0.8184 -0.007
H 0.4930 2.9667 0.8393 -0.002
C -2.3134 2.9264 1.3728 0.017
H -3.9667 1.1408 -1.6424 0.000
C -4.3186 2.1598 0.2349 0.005
C -3.7018 2.7098 1.3685 -0.005
H -1.8464 3.2768 2.2995 0.003
H -5.4159 2.0409 0.1899 0.000
H -4.3185 2.9663 2.2550 0.000
Si 3.9563 1.2068 -0.4080 -0.011
Cl 1.4330 0.8812 -0.1400 0.089
C 4.7663 0.9654 -2.0760 0.007
C 4.6606 0.0129 0.9279 0.009
C 4.5594 2.9529 0.1348 0.002
H 4.2843 0.2946 -2.8058 -0.002
H 5.7760 0.5637 -1.8739 0.002
H 4.9093 1.9523 -2.5345 0.000
H 4.2445 3.7346 -0.5760 0.001
H 5.6659 2.8871 0.1222 0.000
H 4.2248 3.1833 1.1574 0.000
H 3.9121 -0.5107 1.5446 -0.006
H 5.2790 0.5936 1.6215 0.000
H 5.3343 -0.7618 0.4935 0.003
C -3.2696 -3.0211 -0.1579 0.003
P -2.2526 -1.9563 0.8847 -0.011
C -3.3526 -0.9207 1.8688 0.005
C -1.5806 -3.0927 2.0994 0.000
O -1.2273 -1.1636 0.1129 0.054
H -3.6822 -3.8040 0.4845 0.001
H -2.6510 -3.4740 -0.9413 0.000
H -4.0885 -2.4590 -0.6186 0.000
H -3.7289 -1.5113 2.7123 0.001
H -2.7779 -0.0702 2.2525 0.001
H -4.2020 -0.5563 1.2846 0.000
H -1.0586 -3.9062 1.5910 0.003
H -0.8785 -2.5240 2.7158 0.002
H -2.4170 -3.4665 2.6995 0.000